a:
2 unconnected molecules or ions with the total composition C7H17NO. Source: OMol25; level of theory: ωB97M-V/def2-TZVPD.

Structure (XYZ):
```
26
C7H17NO, DFT ωB97M-V/def2-TZVPD
C 1.17992 1.77882 -1.48900
C 1.02778 0.83349 -0.25807
N -0.40977 0.88987 0.15902
C -1.11705 -0.10615 -0.61386
C -0.65833 0.88287 1.54848
C 0.24441 1.71502 2.42081
O -1.69590 0.38197 1.92432
H 0.36562 2.48935 -1.35285
H 1.13374 1.24541 -2.43013
H 2.07943 2.34551 -1.21822
H 1.38317 -0.19943 -0.36185
H 1.61928 1.20467 0.56278
H -0.57277 -0.87085 -1.20017
H -1.45840 -1.03071 -0.08330
H -2.09909 0.15310 -1.00984
H 0.21511 1.34005 3.44331
H 1.26623 1.83232 2.08438
H -0.29696 2.66531 2.44433
C 0.89724 -2.54118 -2.10791
C 0.16983 -3.19829 -0.89333
H 0.15360 -2.64121 -2.91121
H 1.06589 -1.48838 -1.93348
H 1.67807 -3.14779 -2.57309
H 0.68520 -2.83370 -0.00236
H -0.87845 -2.89870 -0.82708
H 0.14349 -4.28476 -0.86834
```

The HOMO-LUMO gap comes out at 10.2 eV. Its net charge is 0. As for the structure (SMILES): CCN(C)C(C)=O.CC. As for the HOMO energy: -9.31 eV.

Atomic partial charges in e from the Löwdin method, atoms 1 to 8: -0.0518, -0.2187, -0.0925, -0.0900, -0.4893, 0.0107, 0.0627, 0.0755


b:
2 unconnected molecules or ions with the total composition C7H17NO. Source: OMol25; level of theory: ωB97M-V/def2-TZVPD.

Structure (XYZ):
```
26
C7H17NO, DFT ωB97M-V/def2-TZVPD
C -2.01237 0.98606 -0.43194
C -1.60013 0.01038 0.63284
C -1.26795 0.50119 1.98699
O -2.50221 -1.27158 0.84214
C -1.20791 -1.37290 0.29514
N -1.03932 -1.76452 -1.06434
H -2.38830 1.90592 0.01445
H -2.78430 0.55568 -1.06640
H -1.14430 1.22389 -1.05014
H -1.64707 -0.46446 2.48959
H -0.19104 0.60774 2.13707
H -1.83943 1.37284 2.28898
H -0.48035 -1.86627 0.93907
H -1.77955 -1.38628 -1.64463
H -1.07445 -2.77416 -1.14985
C 1.67079 0.42685 -1.68613
C 2.01663 0.93061 -0.28819
C 2.55338 -0.18799 0.59885
H 2.55724 0.02364 -2.17538
H 1.28546 1.23507 -2.30782
H 0.92216 -0.36327 -1.63368
H 2.76199 1.72772 -0.35843
H 1.12567 1.36351 0.17346
H 1.82082 -0.99001 0.68127
H 3.46620 -0.60731 0.17687
H 2.77834 0.17762 1.60022
```

The HOMO-LUMO gap comes out at 10.5 eV. Its net charge is 0. As for the structure (SMILES): CC1(C)O[C@H]1N.CCC. As for the HOMO energy: -9.57 eV.

Atomic partial charges in e from the Löwdin method, atoms 1 to 8: -0.0089, -0.4146, -0.0195, -0.0426, -0.4189, 0.0888, 0.0831, 0.0863


c:
A single C7H17NO molecule. Source: OMol25; level of theory: ωB97M-V/def2-TZVPD.

Structure (XYZ):
```
26
C7H17NO, DFT ωB97M-V/def2-TZVPD
C -1.17454 -1.68201 -0.01815
C -0.26540 -0.64726 0.61360
C 1.18000 -1.56883 1.23113
O -0.82350 0.00300 1.68830
C 0.47319 0.28818 -0.26244
C 1.30048 -0.28633 -1.39816
C 1.21873 1.40102 0.45887
C -0.94686 1.16695 -1.07346
N -1.92381 1.61197 -0.08225
H -1.46034 -2.40641 0.74459
H -2.08028 -1.18629 -0.36485
H -0.69109 -2.20215 -0.83910
H 2.09905 -1.02708 1.42988
H 0.81265 -1.92508 2.19119
H 1.34691 -2.40702 0.56278
H -1.79936 0.16977 1.59227
H 2.27066 -0.63111 -1.04421
H 1.49351 0.50084 -2.12643
H 0.79850 -1.11157 -1.89593
H 0.66738 1.81103 1.30041
H 2.17113 1.03911 0.84093
H 1.40431 2.22456 -0.23044
H -1.43993 0.51098 -1.79317
H -0.49049 1.98675 -1.64115
H -1.47603 2.19791 0.61317
H -2.66485 2.16909 -0.49738
```

The HOMO-LUMO gap comes out at 9.1 eV. Its net charge is 0. As for the structure (SMILES): CC(C)(O)C(C)(C)CN. As for the HOMO energy: -8.23 eV.

Atomic partial charges in e from the Löwdin method, atoms 1 to 8: -0.0254, -0.5396, 0.0185, -0.0449, -0.4320, -0.0538, -0.0544, -0.1605


The computed energies, referenced to the most stable structure and given in kcal/mol, are a 10.9; b 0.0; c 7.6.


a:
2 unconnected molecules or ions with the total composition C7H17NO. Source: OMol25; level of theory: ωB97M-V/def2-TZVPD.

Structure (XYZ):
```
26
C7H17NO, DFT ωB97M-V/def2-TZVPD
C 1.38399 0.17608 -0.47347
C 2.34740 0.09966 0.71868
C 0.88385 1.60615 -0.67433
C 0.62625 -2.09830 -0.19069
N 0.30149 -0.84248 -0.41312
H 1.95004 -0.09501 -1.37639
H 3.09554 0.88597 0.62759
H 1.81656 0.23979 1.65712
H 2.86971 -0.85432 0.75603
H 0.27741 1.70041 -1.57293
H 1.74582 2.25958 -0.82118
H 0.32928 1.96738 0.18900
H -0.13054 -2.84879 -0.38532
H 1.40638 -2.34314 0.52115
C -1.26918 -0.57654 -1.14733
C -1.05881 -0.02952 1.26513
C -2.27854 0.84095 1.25328
O -1.12406 -1.21190 -2.37319
H -0.37959 -0.82798 -2.85418
H -1.43553 0.49353 -1.23291
H -2.04254 -1.11494 -0.61354
H -1.23876 -1.05371 1.58886
H -0.22107 0.40257 1.80412
H -2.03658 1.86881 0.97091
H -3.03791 0.47279 0.54758
H -2.78061 0.88296 2.22914
```

The HOMO-LUMO gap (spin up / spin down) comes out at 6.5 / 7.3 eV. Its net charge is 0. As for the HOMO energy (spin up / spin down): -5.83 / -6.69 eV.

Atomic partial charges in e from the Löwdin method, atoms 1 to 8: -0.4001, -0.0557, -0.0574, -0.0654, -0.1611, 0.1357, 0.0805, 0.0707


b:
2 unconnected molecules or ions with the total composition C7H17NO. Source: OMol25; level of theory: ωB97M-V/def2-TZVPD.

Structure (XYZ):
```
26
C7H17NO, DFT ωB97M-V/def2-TZVPD
C -0.02027 1.40993 2.15151
C 0.72427 1.20432 0.82698
C 1.99475 0.37906 1.05537
C 1.05381 2.54823 0.17976
O -0.14134 0.52489 -0.08709
H -0.21973 0.44941 2.62663
H -0.97197 1.90634 1.96819
H 0.57325 2.01764 2.83213
H 2.64663 0.87829 1.77050
H 1.74086 -0.61362 1.42654
H 2.53811 0.25527 0.11911
H 0.13638 3.10458 -0.00486
H 1.70277 3.13443 0.82763
H 1.55595 2.38952 -0.77323
H -0.31082 -0.39966 0.22477
C 0.13717 -1.30688 -2.04265
C -1.06366 -1.95818 -0.96472
C -2.49167 -1.62221 -1.29454
N -0.67181 -2.81001 -0.12265
H -0.26931 -1.56644 -3.01327
H 1.00815 -1.88806 -1.77103
H 0.34009 -0.24859 -2.15555
H -2.53378 -0.58253 -1.62493
H -2.88046 -2.23932 -2.10810
H -3.15572 -1.68419 -0.43358
H -1.42164 -3.28222 0.38709
```

The HOMO-LUMO gap comes out at 10.5 eV. Its net charge is 0. As for the structure (SMILES): CC(C)(C)O.CC(C)=N. As for the HOMO energy: -9.68 eV.

Atomic partial charges in e from the Löwdin method, atoms 1 to 8: -0.0397, -0.6673, -0.0331, -0.0336, -0.0934, 0.0818, 0.0832, 0.0821


The computed energies, referenced to the most stable structure and given in kcal/mol, are a 101.0; b 0.0.


a:
2 unconnected molecules or ions with the total composition C3H10S2. Source: OMol25; level of theory: ωB97M-V/def2-TZVPD.

Structure (XYZ):
```
15
C3H10S2, DFT ωB97M-V/def2-TZVPD
C -0.84378 1.50148 -0.38616
S -1.74143 -0.06670 -1.02619
C -2.82491 -0.41919 0.41511
H -0.34903 1.17720 0.55577
H -1.42940 2.32937 -0.05713
H -0.25345 1.93191 -1.12571
H -2.71233 0.26550 1.32490
H -3.72615 0.07707 0.14074
H -3.08747 -1.46289 0.70604
C 3.36317 -1.02026 -0.16886
S 1.59909 -1.41908 0.38144
H 3.36001 0.03527 -0.54974
H 3.32467 -1.49047 -1.09284
H 3.99944 -1.19388 0.77817
H 1.32156 -0.24534 0.10446
```

The HOMO-LUMO gap comes out at 9.2 eV. Its net charge is 0. As for the structure (SMILES): CSC.CS. As for the HOMO energy: -8.41 eV.

Atomic partial charges in e from the Löwdin method, atoms 1 to 8: -0.3711, 0.6878, -0.4462, 0.0248, 0.0175, -0.0011, 0.0627, -0.0149


b:
2 unconnected molecules or ions with the total composition C3H10S2. Source: OMol25; level of theory: ωB97M-V/def2-TZVPD.

Structure (XYZ):
```
15
C3H10S2, DFT ωB97M-V/def2-TZVPD
C 0.89928 -0.92191 -1.05499
C 1.16076 0.06084 0.07387
C 0.47054 1.39705 -0.12161
H 1.30952 -0.56001 -1.99559
H 1.29943 -1.90619 -0.82017
H -0.16014 -0.99408 -1.33113
H 0.75501 -0.39782 0.97619
H 2.23759 0.17954 0.20110
H 0.42080 2.01338 0.77292
H -0.51157 1.31372 -0.58551
H 1.00659 2.03758 -0.82970
S -3.08290 -1.27552 0.88683
S -2.35335 0.51296 1.64749
H -2.16924 -1.45013 -0.08223
H -1.28232 -0.00939 2.26250
```

The HOMO-LUMO gap comes out at 9.7 eV. Its net charge is 0. As for the structure (SMILES): CCC.SS. As for the HOMO energy: -9.35 eV.

Atomic partial charges in e from the Löwdin method, atoms 1 to 8: -0.1270, -0.3226, -0.1636, 0.0704, 0.0710, 0.0540, 0.0763, 0.1025


The computed energies, referenced to the most stable structure and given in kcal/mol, are a 44.8; b 0.0.


a:
A single C4H5NS2 molecule. Source: OMol25; level of theory: ωB97M-V/def2-TZVPD.

Structure (XYZ):
```
12
C4H5NS2, DFT ωB97M-V/def2-TZVPD
S 0.84074 -1.94421 -0.96028
C 0.17900 -0.68747 -0.08739
N 0.39220 -0.50708 1.25302
C -0.19695 0.47411 1.88969
C -0.55778 1.63953 1.36523
C -0.35948 1.90326 -0.16559
S -0.58990 0.51538 -1.07482
H 1.10826 -1.25956 1.64263
H -0.63294 0.40050 3.00309
H -1.06669 2.33337 1.98424
H -1.22189 2.60820 -0.34701
H 0.66573 2.35179 -0.50414
```

The HOMO-LUMO gap comes out at 8.4 eV. Its net charge is 0. As for the structure (SMILES): S=C1NC=CCS1. As for the HOMO energy: -8.23 eV.

Atomic partial charges in e from the Löwdin method, atoms 1 to 8: 0.5499, -1.1337, -0.0577, -0.2387, -0.1286, -0.5508, 0.9094, 0.2017


b:
A single C4H5NS2 molecule. Source: OMol25; level of theory: ωB97M-V/def2-TZVPD.

Structure (XYZ):
```
12
C4H5NS2, DFT ωB97M-V/def2-TZVPD
S 0.97131 -2.92048 1.44713
C 0.37382 -1.53635 0.81432
N 1.10338 -0.54016 0.17111
C 0.18046 0.21253 -0.62421
C -0.52009 1.53332 -0.72372
C -0.89955 0.55707 0.36740
S -1.39849 -1.10863 0.82535
H 2.04194 -0.84868 -0.15994
H -0.20524 -0.40451 -1.43632
H -1.08352 1.63443 -1.65488
H -0.13346 2.45035 -0.31080
H -0.43057 0.97111 1.28456
```

The HOMO-LUMO gap comes out at 9.0 eV. Its net charge is 0. As for the structure (SMILES): S=C1N[C@@H]2C[C@H]2S1. As for the HOMO energy: -8.56 eV.

Atomic partial charges in e from the Löwdin method, atoms 1 to 8: 0.5875, -1.1418, -0.0386, -0.3695, -0.0415, -0.5151, 0.9179, 0.1512


The computed energies, referenced to the most stable structure and given in kcal/mol, are a 0.0; b 29.4.